Record 1
C69H74IN12O21 | ωB97M-V with the def2-TZVPD basis set

Bonds (Å) are listed after each position.
CARTESIAN COORDINATES (ANGSTROEM)
1 O 11.5274 -11.3097 0.9085  N124 1.213
2 C -8.8740 -3.6245 5.7462  N105 1.475, C116 1.383, C169 1.382
3 C 9.7750 -12.0164 -0.4137  C123 1.382, N124 1.476, C130 1.382
4 H 4.3077 3.1926 -0.0739  C48 1.097
5 C -10.8064 9.3612 3.0928  H58 1.080, C70 1.386, C90 1.383
6 C -2.3280 -5.0216 5.9848  C68 1.390, H98 1.081, C101 1.385
7 N -0.9621 5.0474 -1.5888  O66 1.216, C111 1.469, O174 1.218
8 H 3.4110 9.8784 -6.8371  C100 1.080
9 H -14.2881 7.6925 2.8488  C175 1.081
10 C -2.6518 7.3683 -3.9541  C75 1.390, C97 1.385, H153 1.080
11 H 10.6465 -14.4211 -2.5912  C55 1.081
12 C 5.5688 -7.7373 1.1666  C73 1.390, C93 1.389, H158 1.083
13 H -1.0773 -4.1255 4.4818  C101 1.079
14 H -3.7389 -5.6434 7.4743  C68 1.082
15 H -0.4457 -1.6959 1.5252  C47 1.087
16 H 3.4753 -4.0936 2.7832  C115 1.094
17 H 7.8477 -11.1238 -0.2029  C130 1.079
18 C 5.1525 -3.9327 1.4979  C115 1.502, O154 1.343, O176 1.183
19 H 6.3516 -1.9612 0.7198  C167 1.095
20 C -4.1581 -3.6620 6.7734  H33 1.082, C68 1.389, C80 1.385
21 C 1.9023 -0.0516 -0.3225  H79 1.094, N119 1.489, C142 1.522, H171 1.093
22 H 2.8305 1.9343 1.1851  C155 1.099
23 H -11.4879 10.6555 1.5335  C70 1.081
24 O 9.6012 -10.4027 1.2257  N124 1.217
25 N -2.2542 -1.7412 4.2327  C77 1.466, O112 1.208, O127 1.229
26 N -10.1613 7.7839 4.8653  O86 1.216, C90 1.475, O126 1.216
27 H 1.7330 4.3192 -6.3148  C113 1.082
28 C 5.3239 -1.6960 -1.2022  H39 1.093, C78 1.540, H118 1.096, C167 1.523
29 C 5.0225 3.8175 -5.6658  H56 1.081, C103 1.388, C149 1.384
30 H -4.7104 7.3110 -4.5502  C75 1.082
31 C -5.9171 3.6822 2.5462  C45 1.385, H95 1.082, C141 1.389
32 H -1.6975 0.2170 1.5204  C54 1.093
33 H -5.0219 -3.5276 7.4112  C20 1.082
34 H -0.1514 1.0446 1.3651  C54 1.098
35 C 1.9791 -0.8054 1.9386  N74 1.352, N119 1.333, N121 1.365
36 H 3.4582 -2.3117 -0.2483  C78 1.095
37 H 6.8983 2.9930 0.3629  C99 1.096
38 H 5.0264 3.4469 1.4944  C48 1.095
39 H 5.4370 -2.1723 -2.1798  C28 1.093
40 H 4.6458 11.5206 -8.2305  C96 1.081
41 H 3.0470 -4.2590 1.0709  C115 1.092
42 H 0.7417 -1.6496 3.3641  N121 1.010
43 H 5.8248 2.1760 -4.5248  C149 1.080
44 C 4.7461 -9.8249 -0.4095  C84 1.382, N144 1.477, C177 1.383
45 C -6.0449 3.9500 1.1932  C31 1.385, H139 1.076, C166 1.382
46 C -4.2551 5.7492 -3.1567  C75 1.389, H114 1.082, C147 1.385
47 C -0.1162 -1.0134 0.7454  H15 1.087, H49 1.096, C54 1.538, N119 1.478
48 C 4.8131 2.6733 0.7493  H4 1.097, H38 1.095, C99 1.530, C155 1.549
49 H -0.3793 -1.5046 -0.1985  C47 1.096
50 C -10.2584 -4.8513 4.2521  H60 1.081, C94 1.389, C116 1.386
51 I -3.3359 1.1625 -0.7323  C61 2.119
52 C -12.3916 7.6807 3.8359  H57 1.080, C90 1.383, C175 1.386
53 H -0.6533 7.1722 -3.1745  C97 1.079
54 C -0.8314 0.3430 0.8651  H32 1.093, H34 1.098, C47 1.538, C61 1.539
55 C 10.0304 -13.7007 -2.0706  H11 1.081, C123 1.387, C165 1.390
56 H 5.9895 4.2619 -5.8571  C29 1.081
57 H -12.6221 6.8525 4.4889  C52 1.080
58 H -9.8302 9.8136 3.1808  C5 1.080
59 O -6.3874 4.5508 -1.4184  N120 1.219
60 H -11.2001 -4.9829 3.7373  C50 1.081
61 C -1.2420 0.9394 -0.4923  I51 2.119, C54 1.539, H133 1.091, H150 1.087
62 H 6.5524 -9.2269 2.3624  C93 1.081
63 H 8.2667 -14.1540 -3.2031  C165 1.082
64 C 3.1991 8.4962 -8.4592  C83 1.383, C100 1.384, N159 1.472
65 H -13.7105 9.5875 1.3718  C106 1.082
66 O 0.1541 5.5285 -1.5661  N7 1.216
67 O 2.1196 6.4810 -8.1540  N159 1.217
68 C -3.4366 -4.8485 6.8055  C6 1.390, H14 1.082, C20 1.389
69 C 4.5598 10.3066 -9.9995  C96 1.389, C122 1.389, H140 1.082
70 C -11.7387 9.8242 2.1780  C5 1.386, H23 1.081, C106 1.389
71 O 2.2294 7.8202 -6.4756  N159 1.217
72 C 4.0220 0.1857 0.9818  N74 1.489, C142 1.535, H151 1.092, C155 1.532
73 C 4.7863 -7.4924 0.0437  C12 1.390, C84 1.386, H145 1.082
74 N 3.3266 -0.6948 1.9606  C35 1.352, C72 1.489, H82 1.016
75 C -3.9420 6.8512 -3.9427  C10 1.390, H30 1.082, C46 1.389
76 C 2.5219 2.6747 -5.1850  C113 1.386, H128 1.080, C136 1.386
77 C -2.6655 -2.8322 5.1212  N25 1.466, C80 1.384, C101 1.385
78 C 3.8214 -1.5212 -0.9140  C28 1.540, H36 1.095, H108 1.096, C142 1.529
79 H 1.5584 0.9727 -0.1539  C21 1.094
80 C -3.7754 -2.6367 5.9246  C20 1.385, C77 1.384, H143 1.080
81 N 3.6061 0.8718 -3.9097  O132 1.219, C136 1.467, O156 1.220
82 H 3.6170 -0.4987 2.9143  N74 1.016
83 C 3.4415 8.1884 -9.7861  C64 1.383, C122 1.385, H148 1.080
84 C 4.3678 -8.5423 -0.7587  C44 1.382, C73 1.386, H102 1.080
85 O -7.6051 -2.3578 7.2037  N105 1.218
86 O -9.0846 8.3457 4.9195  N26 1.216
87 H 7.0327 -2.8750 -0.5978  C167 1.095
88 C -7.8070 5.5425 1.6802  C109 1.386, C166 1.383, H168 1.080
89 O 3.6244 -10.6961 -2.2285  N144 1.213
90 C -11.1541 8.2944 3.9014  C5 1.383, N26 1.475, C52 1.383
91 O -9.6253 -1.7289 6.8182  N105 1.212
92 H 6.5490 1.3643 0.9098  C99 1.098
93 C 5.9383 -9.0358 1.4932  C12 1.389, H62 1.081, C177 1.386
94 C -9.2284 -5.7646 4.0686  C50 1.389, C134 1.389, H172 1.082
95 H -5.1830 2.9616 2.8812  C31 1.082
96 C 4.3079 10.5890 -8.6629  H40 1.081, C69 1.389, C100 1.385
97 C -1.6612 6.7872 -3.1797  C10 1.385, H53 1.079, C111 1.384
98 H -1.7703 -5.9474 6.0109  C6 1.081
99 C 6.1765 2.1739 0.2676  H37 1.096, C48 1.530, H92 1.098, O117 1.425
100 C 3.6194 9.6790 -7.8773  H8 1.080, C64 1.384, C96 1.385
101 C -1.9325 -4.0070 5.1294  C6 1.385, H13 1.079, C77 1.385
102 H 3.7653 -8.3758 -1.6390  C84 1.080
103 C 3.8688 4.4089 -6.1623  C29 1.388, C113 1.390, H131 1.081
104 H -8.2980 5.7729 3.7509  C109 1.082
105 N -8.6888 -2.4813 6.6604  C2 1.475, O85 1.218, O91 1.212
106 C -12.9877 9.2232 2.0897  H65 1.082, C70 1.389, C175 1.389
107 H 1.4163 -0.0976 3.7864  N121 1.005
108 H 3.2840 -1.6465 -1.8604  C78 1.096
109 C -7.6702 5.2644 3.0313  C88 1.386, H104 1.082, C141 1.389
110 H 5.3701 1.8628 -1.5156  O117 0.964
111 C -1.9978 5.6870 -2.4106  N7 1.469, C97 1.384, C147 1.385
112 O -2.8898 -0.7136 4.2430  N25 1.208
113 C 2.6219 3.8441 -5.9222  H27 1.082, C76 1.386, C103 1.390
114 H -5.2622 5.3534 -3.1393  C46 1.082
115 C 3.8011 -4.5016 1.8222  H16 1.094, C18 1.502, H41 1.092, H152 1.094
116 C -10.0873 -3.7673 5.0991  C2 1.383, C50 1.386, H164 1.080
117 O 6.2182 1.7162 -1.0814  C99 1.425, H110 0.964
118 H 5.7941 -0.7095 -1.2812  C28 1.096
119 N 1.3578 -0.9116 0.7645  C21 1.489, C35 1.333, C47 1.478
120 N -7.1077 5.1689 -0.6531  O59 1.219, O162 1.213, C166 1.476
121 N 1.3222 -0.8562 3.1337  C35 1.365, H42 1.010, H107 1.005
122 C 4.1296 9.1100 -10.5586  C69 1.389, C83 1.385, H135 1.081
123 C 10.5865 -12.9291 -1.0612  C3 1.382, C55 1.387, H157 1.080
124 N 10.3478 -11.1779 0.6570  O1 1.213, C3 1.476, O24 1.217
125 H 3.9542 1.7368 2.5062  C155 1.097
126 O -10.4705 6.8216 5.5407  N26 1.216
127 O -1.2762 -1.9128 3.5081  N25 1.229
128 H 1.5649 2.2161 -4.9869  C76 1.080
129 H -6.8980 -4.3718 6.0957  C169 1.079
130 C 8.4413 -11.8516 -0.7342  C3 1.382, H17 1.079, C173 1.385
131 H 3.9334 5.3162 -6.7462  C103 1.081
132 O 2.5119 0.3710 -3.7177  N81 1.219
133 H -0.8791 0.3482 -1.3342  C61 1.091
134 C -8.0171 -5.5964 4.7278  C94 1.389, H160 1.082, C169 1.386
135 H 4.3274 8.8933 -11.5992  C122 1.081
136 C 3.6883 2.1050 -4.7002  C76 1.386, N81 1.467, C149 1.385
137 O 4.6603 -12.0668 -0.9292  N144 1.216
138 H 3.7608 0.5839 -1.1365  C142 1.094
139 H -5.4326 3.4622 0.4545  C45 1.076
140 H 5.0931 11.0236 -10.6091  C69 1.082
141 C -6.7277 4.3396 3.4633  C31 1.389, C109 1.389, H146 1.082
142 C 3.4205 -0.1416 -0.3922  C21 1.522, C72 1.535, C78 1.529, H138 1.094
143 H -4.3252 -1.7081 5.8892  C80 1.080
144 N 4.3041 -10.9511 -1.2564  C44 1.477, O89 1.213, O137 1.216
145 H 4.5022 -6.4809 -0.2159  C73 1.082
146 H -6.6255 4.1336 4.5205  C141 1.082
147 C -3.2754 5.1530 -2.3808  C46 1.385, C111 1.385, H163 1.081
148 H 3.0971 7.2527 -10.1998  C83 1.080
149 C 4.9406 2.6524 -4.9224  C29 1.384, H43 1.080, C136 1.385
150 H -0.8697 1.9539 -0.6142  C61 1.087
151 H 5.0706 -0.1178 0.9904  C72 1.092
152 H 3.8508 -5.5885 1.9336  C115 1.094
153 H -2.4129 8.2249 -4.5677  C10 1.080
154 O 5.2955 -3.6741 0.1882  C18 1.343, C167 1.438
155 C 3.8651 1.6462 1.4166  H22 1.099, C48 1.549, C72 1.532, H125 1.097
156 O 4.6457 0.4268 -3.4505  N81 1.220
157 H 11.6240 -13.0300 -0.7800  C123 1.080
158 H 5.8969 -6.9163 1.7929  C12 1.083
159 N 2.4572 7.5282 -7.6347  C64 1.472, O67 1.217, O71 1.217
160 H -7.2155 -6.3083 4.5840  C134 1.082
161 H 6.8547 -12.5081 -2.0037  C173 1.081
162 O -7.9122 6.0097 -0.9962  N120 1.213
163 H -3.4981 4.2963 -1.7605  C147 1.081
164 H -10.8755 -3.0472 5.2586  C116 1.080
165 C 8.6920 -13.5502 -2.4124  C55 1.390, H63 1.082, C173 1.389
166 C -6.9862 4.8771 0.7887  C45 1.382, C88 1.383, N120 1.476
167 C 6.0836 -2.5282 -0.1773  H19 1.095, C28 1.523, H87 1.095, O154 1.438
168 H -8.5316 6.2590 1.3227  C88 1.080
169 C -7.8321 -4.5161 5.5756  C2 1.382, H129 1.079, C134 1.386
170 H 5.7892 -11.1135 0.9437  C177 1.080
171 H 1.4868 -0.4172 -1.2649  C21 1.093
172 H -9.3708 -6.6116 3.4108  C94 1.082
173 C 7.8966 -12.6290 -1.7423  C130 1.385, H161 1.081, C165 1.389
174 O -1.2939 4.0518 -0.9697  N7 1.218
175 C -13.3139 8.1568 2.9176  H9 1.081, C52 1.386, C106 1.389
176 O 6.0028 -3.7446 2.2982  C18 1.183
177 C 5.5209 -10.0954 0.7033  C44 1.383, C93 1.386, H170 1.080

Its total energy is -141703.934 eV. The frontier orbital gap is 8.01 eV. The LUMO energy is -2.957 eV. The charge is +1. The largest force on an atom is 0.0337 Eh/bohr.

Record 2
CH2NO3PS | ωB97M-V with the def2-TZVPD basis set

Bonds (Å) are listed after each position.
CARTESIAN COORDINATES (ANGSTROEM)
1 N 1.2987 1.8175 1.1311  C8 1.149
2 S 0.9757 -2.1703 1.5672  H6 1.434
3 H 0.2033 -1.0459 0.0835  O7 0.961
4 O -1.8888 1.2918 -0.7879  P5 1.472
5 P -0.5211 0.7703 -0.9396  O4 1.472, O7 1.669, C8 1.838, O9 1.508
6 H -0.4418 -2.2346 1.3592  S2 1.434
7 O -0.3265 -0.8703 -0.6991  H3 0.961, P5 1.669
8 C 0.5162 1.2659 0.4951  N1 1.149, P5 1.838
9 O 0.1843 1.1756 -2.2095  P5 1.508

Its total energy is -28828.624 eV. The frontier orbital gap is 6.78 eV. The LUMO energy is 6.504 eV. The charge is -2. The largest force on an atom is 0.0712 Eh/bohr.

Calculated HOMO energy (eV), listed in the same order as above: -10.968; -0.272